8
Properties=species:S:1:pos:R:3 method="wB97M-V/def2-TZVPD" gap_ha="0.2982 / 0.2981" e_above_lowest_kj_mol=574.0 mol_weight_da=138.9
Br -2.51014 0.05031 -0.15970
O 1.49052 -1.04316 -0.01805
O 0.26145 -1.62898 -0.32042
C -0.00465 0.76949 -0.32660
C 0.32790 -0.44977 0.42443
H -0.12309 1.61977 0.28726
H 0.10319 -0.33260 1.50211
H 0.45482 1.01494 -1.38902

---

24
Properties=species:S:1:pos:R:3 method="wB97M-V/def2-TZVPD" gap_ha="0.1756 / 0.1526" e_above_lowest_kj_mol=292.1 multiplicity=2 mol_weight_da=340.2
Yb 0.66974 1.76805 0.07045
P 2.88572 2.34604 -1.30242
N -1.66697 2.33255 -0.26788
N -1.34731 1.03034 -0.01662
C -3.00111 2.49584 -0.20051
C 0.09938 -3.04486 -0.07444
C 0.21267 -3.05033 1.35492
C 1.52103 -2.59321 1.73351
C 2.21987 -2.26450 0.54578
C -3.57610 1.30106 0.10480
C 1.28411 -2.51148 -0.59055
C -2.54693 0.39310 0.21129
H 2.32643 3.66479 -1.22657
H -3.42197 3.44656 -0.36738
H -2.59343 -0.66416 0.47382
H 3.23212 2.15746 -2.60944
H -0.96883 3.05138 -0.52135
H -0.78999 -3.33159 -0.65158
H -4.63802 1.12111 0.24784
H 1.56754 -2.35700 -1.63032
H -0.63349 -3.28883 2.07833
H 4.03563 2.43663 -0.56209
H 1.91724 -2.57855 2.74734
H 3.21269 -1.86041 0.45305

---

45
Properties=species:S:1:pos:R:3 method="wB97M-V/def2-TZVPD" total_charge=+1 gap_ha=0.3300 e_above_lowest_kj_mol=0.0 mol_weight_da=262.4
Si -1.38369 1.61132 0.95860
O 4.33663 -1.22901 1.35950
O 2.44161 -0.64501 -0.81759
N -0.64827 -0.11000 -1.16729
N -2.15787 -1.90250 -1.15985
N -2.75132 0.23723 -1.96852
C 5.41615 -1.22905 0.43817
C 3.52567 -0.07412 1.28932
C -2.11617 1.59878 -1.88325
C -3.42407 -2.58069 -1.40555
C 2.23252 -0.35142 0.55722
C -3.14178 2.25258 1.08929
C -0.96134 1.34450 -0.91174
C -1.22638 0.01799 1.94433
C -1.89725 -0.65488 -1.43398
C -0.24976 2.93974 1.62311
C 2.40799 -2.03016 -1.10562
H -0.57297 3.16317 2.63969
H -3.45679 2.30738 2.12886
H -0.51028 0.19714 2.74593
H 5.08085 -1.00012 -0.57631
H -2.17872 -0.20845 2.41949
H -0.08566 1.91953 -1.19807
H 1.60049 0.54191 0.59516
H -0.35632 3.85059 1.03849
H 2.76129 -2.16326 -2.12639
H 3.28963 0.22810 2.31499
H 4.06131 0.74983 0.80834
H -3.37047 -3.18461 -2.30580
H 1.38154 -2.41687 -1.03258
H 3.04966 -2.59839 -0.43020
H -3.72751 0.20648 -1.70358
H 5.85383 -2.22472 0.45216
H -1.79425 1.85263 -2.89123
H -2.85594 2.32645 -1.57248
H -3.86070 1.61367 0.57249
H 6.17933 -0.50481 0.73780
H -3.65438 -3.20032 -0.54667
H 1.69317 -1.17108 1.04299
H -4.22546 -1.86188 -1.53210
H 0.79195 2.63347 1.65998
H -1.39404 -2.42402 -0.76347
H -3.24063 3.25177 0.66739
H 0.00312 -0.24250 -1.93392
H -0.86474 -0.83640 1.38291

---

23
Properties=species:S:1:pos:R:3 method="wB97M-V/def2-TZVPD" total_charge=+1 gap_ha=0.3005 e_above_lowest_kj_mol=655.7 mol_weight_da=180.2
O -2.06708 0.03726 0.05459
N 0.13544 0.55635 0.14927
N 1.13108 1.39219 0.11907
N 0.52795 -1.18857 -0.01582
N 0.84621 -3.21108 0.64889
N 0.73105 -3.20558 -0.70099
C -4.37995 -0.39331 0.03337
C 0.52526 -1.99830 -1.10491
C -1.11576 0.89457 0.09304
C 0.71498 -1.99736 1.06401
C -3.38654 0.47494 -0.02974
C 2.35422 1.06333 0.01115
C 3.43229 2.04925 -0.05644
H 0.75411 -1.65714 2.07716
H 3.06268 3.06701 0.00054
H -3.50795 1.54442 -0.15112
H 2.63745 0.01013 -0.05156
H 4.14501 1.86291 0.74877
H -4.20755 -1.44577 0.15967
H -5.39663 -0.05711 -0.03899
H -1.32522 1.97085 0.08837
H 0.39974 -1.67372 -2.11388
H 3.98919 1.90473 -0.98447

---

15
Properties=species:S:1:pos:R:3 method="wB97M-V/def2-TZVPD" smiles=CCn1ccnc1 gap_ha=0.3456 e_above_lowest_kj_mol=299.2 mol_weight_da=96.1
N -0.42337 0.42518 0.21743
N -0.43606 -1.01514 1.88123
C 0.52444 -0.05470 2.08389
C -0.96476 -0.71443 0.72191
C 0.42269 -0.61921 -1.45791
C -0.64494 0.75383 -1.15336
C 0.57187 0.82634 1.03761
H -1.69466 -1.30197 0.16504
H 1.11037 -0.02658 2.98456
H -0.12862 -1.42971 -1.90494
H -1.72119 1.14838 -1.14061
H 1.16167 -0.13759 -2.06996
H -0.10532 1.63849 -1.51271
H 1.01924 -1.09182 -0.60195
H 1.19620 1.67295 0.78978

---

28
Properties=species:S:1:pos:R:3 method="wB97M-V/def2-TZVPD" smiles="O=Nc1ccc(NOC(=O)c2ccccc2Br)cc1" gap_ha=0.2982 mol_weight_da=321.1
Br -1.43086 4.46217 0.40585
O -0.12166 0.31067 -0.71758
O -0.35422 -6.04689 1.99944
O -1.71526 1.87079 -0.86957
N -1.32541 -5.57967 1.40201
N -1.11922 -0.62299 -1.04360
C 0.55048 2.52337 -0.40263
C 2.92178 2.97923 -0.38517
C -0.01290 -2.29213 0.30681
C -2.30512 -2.59709 -0.43407
C -0.04351 -3.52768 0.90049
C -2.33009 -3.83515 0.15553
C 0.31529 3.82265 0.05430
C 1.86968 2.11707 -0.61748
C -1.14476 -1.81147 -0.36450
C 2.67359 4.26602 0.07013
C -1.20107 -4.32058 0.83328
C 1.37541 4.68567 0.29193
C -0.55852 1.59211 -0.67885
H -3.17094 -2.21512 -0.95367
H 1.17355 5.68359 0.64908
H -3.21216 -4.45441 0.11773
H 0.87176 -1.67600 0.35477
H -1.99876 -0.13278 -1.21574
H 3.93439 2.65121 -0.56032
H 3.49163 4.94556 0.25311
H 2.05225 1.11832 -0.98076
H 0.81464 -3.91646 1.42948

---

19
Properties=species:S:1:pos:R:3 method="wB97M-V/def2-TZVPD" smiles=CCNC.CS gap_ha=0.3505 e_above_lowest_kj_mol=43.8 mol_weight_da=107.2
S -1.60797 -1.63683 -1.34158
N -0.32654 0.48995 1.17584
C -0.04322 -2.16476 -2.08289
C 0.28218 1.81587 -0.80287
C 0.68128 1.37309 0.58861
C -0.09149 0.31737 2.60819
H -0.23025 -0.41966 0.72754
H 0.58596 -2.69098 -1.37543
H -0.00488 0.97486 -1.43844
H 0.87643 -0.14897 2.83375
H -0.85034 -0.34162 3.02562
H 0.75632 2.25740 1.22558
H 1.08468 2.38089 -1.26788
H 0.43814 -1.26132 -2.43929
H -0.15607 1.29310 3.08744
H -0.60704 2.44975 -0.74327
H 1.67858 0.91363 0.59296
H -0.19380 -2.80531 -2.94073
H -2.27198 -2.79645 -1.43314